# 1
153
Properties=species:S:1:pos:R:3 method="wB97M-V/def2-TZVPD" lumo_energy_ha=0.012 smiles=COC[C@H](C)N.COC[C@H](C)N.COC[C@H](C)N.COC[C@H](C)N.COC[C@H](C)N.COC[C@H](C)N.COC[C@H](C)N.COC[C@H](C)N.COC[C@H](C)N e_above_lowest_kj_mol=78.9 e_homo_ev=-8.571 total_charge=0 homo_lumo_gap_ev=8.91
H 1.68 1.58 2.23
H -1.64 1.80 -0.53
C 1.55 3.32 4.33
H -5.56 -3.19 -4.18
C -1.92 -1.43 -4.76
H -6.43 -0.19 -1.48
C 1.28 0.56 0.50
H 4.65 -1.19 4.76
H 1.56 -5.71 -3.15
H 0.29 -2.23 -3.16
C -7.66 -1.83 -3.37
H 4.94 -4.14 2.38
H -4.74 -0.39 -2.13
H -9.60 -4.34 -4.13
H -4.15 2.80 -2.12
C -9.37 -3.28 -4.06
C 5.52 2.88 -1.59
N -2.33 -2.81 -2.80
O 6.28 1.73 -1.34
H 1.50 4.31 4.80
C -0.10 -2.95 -3.89
H 2.97 0.73 1.63
H 3.64 0.91 6.76
H 2.51 4.12 2.62
C 4.82 -0.91 3.71
O 0.11 -4.25 -3.42
C 0.23 2.56 4.52
H -0.46 1.34 -1.81
H 0.40 -2.75 -4.84
C -5.80 -0.45 -2.33
H 4.84 0.87 -0.27
O 2.30 -3.99 0.54
C 1.44 -4.68 -3.46
H -1.93 -3.59 -4.71
C 5.54 0.57 -1.07
H 0.06 2.40 5.58
C 7.55 -3.96 2.33
H 5.07 3.22 -0.65
H 3.42 2.04 8.11
H -2.99 -1.31 -4.93
H -8.21 1.84 1.40
H -2.14 4.78 1.44
C -8.57 2.67 0.80
C -1.28 5.42 1.25
H -7.75 -1.29 -4.32
H 7.24 0.44 1.08
H -1.08 6.26 3.03
H -1.43 -1.28 -5.73
C 3.60 1.96 7.04
H -2.10 0.74 -1.80
H 2.50 -1.50 2.57
H -1.34 -2.91 0.01
H -1.16 -5.39 2.36
H 6.16 3.64 -2.03
H 7.66 -0.82 -2.32
C 7.59 -0.20 0.27
H 1.24 4.05 -1.69
H 2.30 5.34 -1.34
H 4.17 -0.05 3.54
H -1.83 -3.54 -2.28
C 5.33 -3.24 2.90
H 7.92 -4.04 3.35
N 1.97 0.70 1.77
H -9.57 -2.87 -5.06
H 6.25 -1.69 -2.40
H 0.88 -3.47 -0.86
H -6.20 -2.47 -1.96
C 3.37 -3.83 -0.37
H 7.07 -4.92 2.06
H -0.19 3.62 0.71
H -10.05 -2.71 -3.42
C 1.68 4.59 -0.84
H 1.05 -5.23 -0.56
H -8.23 -1.35 -2.56
H 2.30 3.94 -0.22
H 3.06 -0.54 -0.15
O 6.53 -3.00 2.20
H -0.72 0.96 1.26
C -0.24 -5.43 1.78
H -0.99 4.42 -0.63
O 0.74 5.32 -0.10
H -2.36 7.29 1.40
H -6.08 0.33 -3.05
C -6.22 -1.83 -2.86
H -2.05 -1.95 -2.32
H 3.32 -4.63 -1.11
H -2.36 6.52 -0.20
N 3.04 -2.31 2.87
H 4.59 2.40 6.90
H -9.66 2.66 0.84
H -6.24 3.81 -0.21
C 4.46 -2.02 2.73
N -0.54 5.58 2.51
H 0.92 4.01 2.59
H 1.56 -1.54 0.13
H 0.32 6.09 2.29
C 6.44 -0.59 -0.67
H 0.29 1.61 3.99
H 0.62 -5.59 2.42
H -6.08 2.03 -0.32
H 5.43 -3.64 3.92
H 8.38 0.35 -0.25
H 4.68 2.66 -2.27
N 1.76 3.50 2.88
C -1.75 6.76 0.67
H -8.33 3.63 1.26
H 1.32 1.44 -0.15
H 3.66 3.12 4.64
O -6.26 3.01 -2.13
H 3.27 -2.88 -0.90
H 4.34 -3.78 0.12
C -1.59 -2.74 -4.10
H -0.27 -0.66 1.49
N 6.99 -1.36 -1.79
C -0.17 0.15 0.76
N -8.48 1.53 -1.43
H -0.94 7.44 0.40
H 5.92 -1.33 -0.05
C -6.56 2.91 -0.76
H -4.90 3.60 -3.48
C 1.07 -4.24 -0.10
O -0.94 -0.15 -0.40
C -8.07 2.73 -0.64
H 1.77 -0.64 -1.32
H -1.68 -0.56 -4.14
N -1.34 -3.91 0.19
H -2.16 -4.07 0.77
H -4.34 -2.33 -3.44
H 5.87 -0.63 3.70
H -7.70 1.31 -2.03
H 2.74 -3.09 2.28
H -0.55 3.14 4.03
N -5.27 -2.27 -3.86
C -1.26 0.98 -1.15
C 2.75 2.60 4.96
C -0.08 -4.19 0.90
H 0.11 -3.35 1.59
H 4.67 -1.63 1.72
H -8.61 0.74 -0.82
O 2.58 2.64 6.35
H -0.32 -6.32 1.14
H 4.95 0.23 -1.94
H -4.76 4.47 -1.98
O -8.06 -3.16 -3.57
H 2.08 -4.03 -2.85
H 8.07 -1.08 0.71
C 1.97 -0.60 -0.24
H 8.35 -3.80 1.61
C -4.97 3.48 -2.40
C -0.42 4.60 0.29
H -8.59 3.59 -1.08
H 2.76 1.54 4.65
H 1.87 -4.61 -4.47



# 2
155
Properties=species:S:1:pos:R:3 method="wB97M-V/def2-TZVPD" lumo_energy_ha=0.023 smiles=COC[C@H](C)N.COC[C@H](C)N.COC[C@H](C)N.COC[C@H](C)N.COC[C@H](C)N.COC[C@H](C)N.COC[C@H](C)N.CC(C)O.CC(C)O.CC(C)O e_above_lowest_kj_mol=200.4 e_homo_ev=-8.607 total_charge=0 homo_lumo_gap_ev=9.23
H 0.40 0.96 -2.89
O 3.18 -0.71 3.70
H 1.60 -2.23 2.34
C 1.84 7.32 -1.90
H -1.36 -3.14 -6.08
H -4.66 -5.10 -0.41
H 2.31 2.99 1.79
H 2.14 1.77 -8.59
H 7.05 0.05 1.38
H -1.79 -0.10 5.27
H -0.55 -8.70 -1.80
H 7.94 1.69 3.77
H -0.63 1.24 5.68
H -1.54 4.31 -3.12
H -3.21 0.44 -2.30
H -4.92 0.57 2.46
N 0.69 1.47 -3.72
H -3.26 6.44 2.86
C 7.02 -0.92 3.34
H -4.88 -1.18 2.87
H 0.81 -5.29 -0.95
C -1.50 0.96 5.09
H -0.86 3.20 -1.95
C 1.82 -2.59 3.33
H 0.77 -7.59 -2.34
H -0.56 0.33 3.29
H 1.76 -8.51 0.05
H -1.86 -1.77 -0.84
H 0.06 -0.29 -5.77
H -1.44 -3.02 1.45
H 2.80 7.57 -2.34
C -2.38 -4.26 2.74
H 2.29 0.28 -3.80
C -1.22 1.11 3.63
C -4.05 -0.92 -3.83
N -0.64 2.43 3.23
H -3.28 1.19 -3.77
C -3.73 -4.17 2.10
C -0.11 -7.67 -1.75
C -2.45 0.92 2.74
C 2.71 3.92 1.42
H 1.18 -5.62 0.75
C -4.66 -4.03 -0.13
C 2.23 1.36 -5.66
C -2.46 6.03 2.26
C 1.07 -6.07 -0.22
H -4.54 4.83 -0.10
O 0.84 -8.39 0.37
O -2.34 4.46 -1.16
H 2.41 3.51 -1.89
H 5.03 0.07 2.72
O -3.15 -0.28 3.01
O 1.34 1.47 -6.69
N 2.69 3.22 -0.97
H -3.38 -5.13 4.59
H -0.76 -7.08 0.20
H -0.15 2.88 3.98
H 0.07 2.15 2.52
H -4.42 -3.54 -1.06
H 1.36 -0.93 4.53
C 2.45 5.67 -0.34
H -1.20 -2.95 -2.01
N 1.41 0.56 1.25
H 1.63 -0.28 -1.32
H 0.57 1.87 -0.93
C -3.84 0.45 -3.19
C 0.98 -0.90 -0.66
H 7.17 -0.62 4.39
C -0.95 -2.28 -1.15
C -1.86 5.14 0.03
C 1.63 2.35 -7.77
C 0.36 0.10 0.40
H -1.83 -5.09 2.30
H -1.10 5.91 -0.27
H -5.28 -1.38 -2.31
H -5.69 -3.73 0.24
H 1.86 -0.21 1.78
H -4.91 0.80 -2.93
C 6.93 0.33 2.46
H 2.86 -1.32 6.38
C -1.91 -3.57 -5.20
H 1.66 8.08 -1.07
H -2.41 -4.50 -5.48
H 3.51 -2.87 5.70
H -3.13 6.73 0.39
C 2.19 4.16 -0.01
H -3.14 1.82 2.88
H -1.67 6.78 2.22
H -0.59 -2.88 -0.32
H -0.13 1.59 -4.33
H 2.60 -3.31 3.23
H 2.07 -6.42 -0.55
H 2.34 4.71 2.08
H -0.96 0.89 -1.08
H 3.50 5.80 -0.50
H 1.05 4.01 0.03
H -0.66 1.99 0.29
C 7.91 1.44 2.71
H 3.70 3.26 -0.99
O 5.58 0.85 2.71
H 7.82 -1.66 3.13
H -2.19 0.90 1.63
C 2.22 -1.54 4.31
H -1.99 -2.21 2.78
H 8.93 1.13 2.52
H 0.84 -3.04 3.61
H -4.54 -2.75 -3.04
O 0.04 -1.40 -1.59
H -2.47 -0.92 -5.29
H 0.71 2.69 -8.20
H -0.42 -0.44 0.98
H 2.57 2.29 -5.20
H 1.57 -1.74 -0.29
H -1.98 5.17 2.69
H -4.18 -0.57 1.29
H 0.35 -1.16 -4.23
H -1.12 -3.72 -4.43
O -3.64 -3.69 0.77
N -1.61 -3.08 2.45
H -3.89 4.00 1.25
H -4.76 -0.84 -4.66
C -2.77 -1.50 -4.43
C 2.67 -2.15 5.63
C -1.27 4.24 -2.09
H 1.79 -2.71 5.92
H 2.11 1.02 0.69
O -3.08 -2.79 -4.80
C -2.59 -4.43 4.24
H 1.09 7.56 -2.67
C 0.86 -0.61 -5.05
H -0.76 -6.90 -2.22
H -0.37 4.89 -1.85
O 1.74 5.97 -1.52
H -4.31 -3.40 2.65
H -2.88 -3.46 4.61
C -2.96 5.80 0.82
H -1.70 -4.74 4.75
C 1.58 0.63 -4.51
C 0.16 -7.27 -0.30
H -1.34 4.42 0.71
H 7.74 2.34 2.14
C -0.22 1.29 -0.42
H 1.51 -1.20 -5.69
H 2.19 6.33 0.44
H 2.24 3.15 -7.43
H 3.25 0.91 -5.95
H -1.99 -1.35 -3.67
N -4.45 -1.79 -2.72
H -4.30 -5.08 2.13
C -4.35 -0.38 2.34
H 3.42 0.01 4.34
H 6.10 -1.46 3.36
H 3.80 3.80 1.46
H -2.41 1.59 5.29
N -4.13 4.96 0.86



# 3
176
Properties=species:S:1:pos:R:3 method="wB97M-V/def2-TZVPD" lumo_energy_ha="0.048 / 0.047" e_homo_ev="-4.089 / -4.071" total_charge=-1 spin_multiplicity=9 homo_lumo_gap_ev="5.39 / 5.36"
H 6.79 -2.35 1.31
H 3.85 -0.62 1.18
H 3.54 0.55 -5.13
H 4.33 1.83 2.33
H 0.92 0.35 -1.72
O -0.96 0.37 -4.56
C -0.21 -0.84 -1.11
O -2.82 -0.73 3.79
H 2.05 4.38 3.38
H -5.99 -1.57 -3.52
H 1.61 -0.87 -8.04
H 1.95 -1.07 -4.04
C -1.53 1.65 -4.55
H -4.71 3.25 5.54
C -6.66 4.52 4.38
O 0.12 -0.03 -2.10
H -2.78 4.66 4.54
O -2.24 -4.13 -4.42
H -4.49 -0.53 2.26
H -3.88 2.05 1.97
H 1.61 3.10 5.32
C 5.34 -4.34 0.64
H -0.89 -3.33 -3.12
C 0.24 -7.05 0.49
H 1.22 5.64 -0.79
H 0.95 -3.66 -1.79
C -4.93 -1.34 -3.43
H -0.16 4.36 1.33
H 2.57 3.88 -3.40
H 0.13 5.13 -3.85
N -2.54 3.55 2.84
O 1.08 -3.14 1.51
N 5.58 -0.08 0.94
O 2.93 0.74 -4.41
H 0.05 3.82 5.69
H -5.22 -0.30 0.95
Fe -2.85 -2.57 -0.19
C 0.99 4.36 3.14
H -1.86 -2.21 -4.20
H 5.65 -4.55 1.66
O 3.07 1.86 0.70
H 5.67 3.85 -4.90
H -2.22 4.96 -1.37
C 0.84 -4.31 1.29
H 0.86 -3.13 4.61
C -1.89 3.95 -1.14
Fe 1.07 -1.16 1.94
C -8.05 -1.65 0.11
O 2.12 -4.27 -3.46
H -2.65 1.59 0.02
H -5.46 -3.74 0.53
O 0.07 -5.74 -3.90
H -0.91 0.41 7.63
H -0.58 3.15 3.40
H 5.82 2.15 -5.17
O 0.54 -0.81 -0.09
C 1.55 -6.69 1.15
H 2.46 -3.58 4.11
H 1.86 1.26 1.60
C -1.26 -3.12 -4.13
H -0.44 -3.06 -4.83
C 4.37 2.07 1.27
H -2.20 3.34 -1.99
H -2.52 2.90 4.86
C 6.21 -0.83 -0.10
C -1.50 0.41 6.72
O 1.51 5.69 1.18
H -0.10 6.47 0.04
O -1.25 1.56 5.97
H -6.12 -1.91 -0.50
C 5.62 1.33 0.64
H 7.05 2.96 -4.14
H -5.03 2.73 3.90
H 2.60 -4.19 -1.45
C 5.99 2.92 -4.43
O 2.50 -7.57 1.40
H -4.76 -0.74 -4.32
H 3.80 -0.95 -3.81
O -1.48 -3.89 0.43
H -7.73 -1.09 0.98
H -2.57 1.57 -4.25
H 5.75 1.63 -0.40
H 0.83 1.45 6.41
C 2.97 1.90 -0.74
H 0.33 0.86 4.78
H -3.52 -0.09 -2.34
H 5.76 -0.74 -1.09
O 0.00 -8.22 0.06
H 7.09 -2.71 -0.35
C 6.36 -2.23 0.31
H 1.95 1.60 -1.01
H 2.33 -2.69 5.58
H -0.82 3.91 -0.99
O 3.10 -1.18 1.35
C 2.81 -0.48 -3.71
H -1.33 -0.47 6.10
H 1.25 2.95 -3.86
C -2.83 2.33 2.10
C 0.16 1.60 5.57
H 1.64 0.37 -6.66
H -0.27 -6.39 -3.29
H 3.67 1.18 -1.16
H -2.71 -4.17 -2.64
H 2.54 -1.04 4.46
H 2.64 -0.21 -2.67
N 0.40 3.11 3.66
H -0.73 0.13 -3.66
H 1.42 7.30 -0.14
C -4.48 -0.60 -2.20
H -8.86 -2.33 0.35
C 1.20 -0.54 -7.08
H -7.14 4.03 3.53
H -8.29 -0.94 -0.69
H 3.25 2.89 -1.10
H -2.56 0.28 6.95
C -2.11 -1.20 2.74
O -4.55 -3.62 0.80
C 1.89 -2.79 4.59
H 6.10 -0.27 1.78
H 4.32 2.27 -3.60
H -1.35 2.07 -5.55
O 1.21 0.93 2.21
O -6.93 -2.40 -0.31
C -0.71 -6.14 0.18
H 2.71 -5.25 2.02
H -0.69 -5.25 -4.19
H 6.46 1.76 1.19
H -1.03 2.29 -3.82
C 1.97 -3.67 -2.17
H 1.73 4.28 -4.96
O -2.54 3.71 0.11
O 0.81 4.88 -3.21
O -5.22 -0.05 1.88
C 1.62 3.98 -3.92
H -3.10 4.20 2.30
O -5.28 4.70 4.24
O 5.11 2.74 -3.31
H 1.35 3.64 1.09
H 6.15 -4.80 0.06
O -2.67 -1.59 1.72
H 4.58 3.14 1.32
C -4.56 3.52 4.49
H 1.06 1.65 2.82
H 1.38 -1.24 -6.27
O -0.22 -0.27 -7.07
H 1.35 -4.82 -3.64
H -0.45 -0.18 -6.14
H -6.87 3.91 5.26
H -4.33 -2.24 -3.58
H -2.05 -0.34 4.22
C -2.28 2.40 0.65
H 7.23 -0.44 -0.12
C -2.99 3.64 4.21
H -7.16 5.43 4.72
H 4.44 -4.94 0.51
O -0.88 -1.02 2.80
C 1.78 -5.40 1.48
H 0.53 5.21 3.65
H 2.24 -2.62 -2.14
H -1.63 -6.31 -0.37
C 0.88 4.47 1.62
C 0.54 3.03 5.12
O -1.21 -1.55 -1.21
H -4.51 -3.96 1.69
C 0.98 6.32 0.03
H -1.23 2.14 0.77
H -2.43 1.48 2.65
C -0.55 -4.72 0.57
H -2.57 -4.02 -5.31
H -5.28 0.13 -2.11
O -3.13 -4.08 -1.78
H 3.33 -2.02 0.95
O 2.00 -1.56 3.85
H -3.43 -4.97 -1.57
O -4.43 -1.27 -0.97
O 5.11 -2.99 0.26